DFT (ωB97M-V/def2-TZVPD) results for 11 unconnected molecules or ions with the total composition C54H137N11O11.

```
213
Properties=species:S:1:pos:R:3:mulliken_charge:R:1
C -26.88 15.52 -24.40 -1.276
C -26.41 15.26 -25.87 0.105
C -27.51 14.54 -26.82 -0.852
O -28.73 15.33 -26.94 -0.072
C -29.75 14.65 -27.54 -0.736
N -26.03 16.54 -26.50 -0.285
H -27.94 15.74 -24.46 0.229
H -26.35 16.36 -23.94 0.241
H -26.70 14.57 -23.90 0.470
H -25.45 14.77 -25.66 0.543
H -27.70 13.55 -26.40 0.513
H -27.04 14.31 -27.78 0.297
H -29.98 13.77 -26.93 0.430
H -29.54 14.38 -28.57 0.286
H -30.66 15.24 -27.46 0.000
H -25.60 16.49 -27.41 0.265
H -26.93 16.97 -26.67 -0.128
C -34.44 17.72 -28.85 -1.613
C -33.76 16.72 -29.72 0.683
C -32.30 17.11 -30.14 -0.765
O -31.47 17.22 -28.95 -0.281
C -30.21 17.53 -29.34 -1.474
N -33.74 15.54 -28.92 -0.779
H -34.05 17.78 -27.84 0.399
H -35.53 17.62 -28.89 0.407
H -34.28 18.75 -29.17 0.323
H -34.35 16.46 -30.60 0.335
H -32.31 18.01 -30.77 0.421
H -31.90 16.32 -30.77 0.303
H -30.12 18.39 -30.00 0.513
H -29.73 16.66 -29.78 0.723
H -29.68 17.74 -28.41 0.285
H -34.54 15.49 -28.32 0.287
H -32.87 15.80 -28.46 0.202
C -25.87 18.56 -30.48 -1.731
C -26.58 17.22 -30.35 1.814
C -26.99 16.69 -31.78 -1.102
O -27.32 15.32 -31.67 -0.324
C -27.85 14.74 -32.83 -0.833
N -25.64 16.37 -29.67 -0.588
H -25.02 18.47 -31.15 0.494
H -25.53 18.93 -29.52 0.260
H -26.50 19.30 -30.97 0.413
H -27.42 17.39 -29.67 -0.759
H -26.09 16.74 -32.39 0.533
H -27.67 17.37 -32.29 0.424
H -28.86 15.01 -33.13 0.254
H -27.73 13.65 -32.80 0.257
H -27.11 15.06 -33.55 0.369
H -25.92 15.42 -29.88 0.232
H -24.80 16.43 -30.22 0.276
C -27.70 20.26 -27.35 0.442
C -28.63 21.41 -27.73 0.425
C -30.15 21.17 -27.45 -1.295
O -30.98 22.26 -27.64 0.279
C -32.33 21.86 -27.52 -1.104
N -28.24 22.52 -27.01 0.222
H -27.91 19.43 -28.02 -0.136
H -27.79 19.96 -26.31 -0.319
H -26.67 20.56 -27.53 -0.059
H -28.40 21.64 -28.77 0.148
H -30.13 20.83 -26.42 0.055
H -30.49 20.32 -28.04 0.461
H -32.40 21.31 -26.59 0.358
H -32.60 21.28 -28.41 0.321
H -33.00 22.71 -27.43 0.164
H -27.37 22.86 -27.38 0.156
H -28.95 23.23 -27.10 -0.206
C -39.75 22.91 -31.41 -1.444
C -38.85 23.30 -30.26 0.716
C -37.89 22.24 -29.70 -0.957
O -37.49 22.58 -28.38 -0.382
C -36.19 23.00 -28.26 -0.848
N -38.05 24.35 -30.75 -0.735
H -40.42 23.72 -31.69 0.418
H -40.41 22.17 -30.95 0.364
H -39.31 22.33 -32.22 0.316
H -39.45 23.80 -29.49 0.254
H -37.09 22.06 -30.41 0.446
H -38.45 21.31 -29.63 0.396
H -35.52 22.21 -27.90 0.203
H -36.03 23.73 -27.47 0.317
H -35.77 23.52 -29.13 0.503
H -38.70 25.00 -31.15 0.241
H -37.59 24.86 -30.01 0.209
C -26.22 27.61 -25.52 -1.503
C -25.97 26.09 -25.26 0.391
C -25.98 25.68 -23.77 0.347
O -25.00 26.40 -23.07 -0.463
C -24.74 25.94 -21.71 -0.772
N -26.78 25.24 -26.16 -0.175
H -25.61 28.19 -24.83 0.415
H -27.27 27.88 -25.35 0.248
H -25.96 27.94 -26.53 0.381
H -24.98 25.82 -25.65 0.343
H -25.74 24.62 -23.76 -0.120
H -26.99 25.68 -23.37 0.132
H -25.56 26.00 -21.00 0.281
H -23.98 26.62 -21.33 0.342
H -24.48 24.88 -21.70 0.270
H -27.58 25.62 -26.63 0.212
H -27.13 24.45 -25.63 -0.288
C -32.08 25.74 -26.35 -1.277
C -30.58 25.75 -25.94 0.508
C -30.16 25.11 -24.56 1.462
O -30.99 25.65 -23.52 -0.372
C -30.50 26.84 -22.96 -0.788
N -29.91 25.04 -27.08 -0.574
H -32.23 25.66 -27.42 0.279
H -32.61 26.54 -25.83 0.471
H -32.56 24.85 -25.94 -0.051
H -30.27 26.80 -26.01 0.451
H -29.07 25.22 -24.52 -1.120
H -30.32 24.05 -24.72 -0.092
H -31.30 27.25 -22.35 0.291
H -30.26 27.59 -23.71 0.308
H -29.61 26.65 -22.37 0.217
H -30.41 24.19 -27.27 -0.422
H -30.25 25.57 -27.87 0.437
C -31.63 24.07 -30.27 -0.904
C -30.78 25.19 -30.79 0.359
C -31.07 25.55 -32.24 -0.949
O -30.80 24.42 -33.07 -0.302
C -31.24 24.65 -34.43 -0.777
N -30.95 26.35 -29.90 -0.590
H -31.66 23.18 -30.89 0.501
H -32.66 24.33 -30.03 0.418
H -31.24 23.92 -29.26 -0.041
H -29.73 24.89 -30.80 0.277
H -30.56 26.46 -32.59 0.457
H -32.11 25.87 -32.29 0.371
H -32.31 24.63 -34.59 0.314
H -30.86 23.84 -35.06 0.250
H -30.84 25.59 -34.81 0.313
H -31.93 26.57 -30.00 0.278
H -30.44 27.12 -30.31 0.269
C -22.37 19.15 -25.77 -1.684
C -23.61 19.49 -24.90 0.172
C -24.52 20.44 -25.65 0.906
O -23.84 21.62 -25.64 -0.518
C -24.48 22.65 -26.42 -0.503
N -24.37 18.27 -24.63 -0.449
H -21.70 18.55 -25.16 0.412
H -21.79 20.05 -25.98 0.366
H -22.71 18.72 -26.71 0.344
H -23.27 20.00 -24.00 0.439
H -25.47 20.52 -25.12 -0.149
H -24.66 20.10 -26.68 -0.202
H -24.97 22.39 -27.35 0.245
H -23.74 23.42 -26.65 0.376
H -25.27 23.08 -25.80 0.074
H -24.35 17.64 -25.42 0.279
H -25.30 18.66 -24.64 -0.052
C -25.38 21.33 -20.91 -1.764
C -26.89 21.77 -20.65 1.693
C -27.29 22.91 -21.66 -0.970
C -27.59 22.44 -23.06 3.165
C -28.71 21.42 -22.98 -1.291
C -28.43 20.17 -22.01 2.371
N -27.92 20.69 -20.67 0.491
O -27.77 19.67 -19.75 -0.514
C -29.82 19.63 -21.79 -2.508
C -27.54 19.19 -22.76 -1.569
C -26.93 22.40 -19.25 -1.991
H -24.81 22.14 -20.47 0.555
H -25.14 21.15 -21.96 0.131
H -25.14 20.43 -20.34 0.394
H -28.06 23.59 -21.30 0.397
H -26.40 23.52 -21.78 -0.406
H -26.69 21.92 -23.40 -0.922
H -27.78 23.30 -23.70 -1.580
H -29.04 21.07 -23.96 0.010
H -29.70 21.84 -22.78 0.315
H -30.45 20.31 -21.22 0.588
H -30.38 19.42 -22.70 0.256
H -29.69 18.66 -21.32 0.573
H -26.50 19.50 -22.87 0.101
H -27.40 18.34 -22.08 0.534
H -27.96 18.82 -23.69 0.345
H -26.59 23.43 -19.19 0.355
H -26.44 21.85 -18.44 0.306
H -27.99 22.54 -19.03 0.522
H -28.64 19.69 -19.36 0.367
C -35.28 23.03 -24.24 -1.987
C -34.62 21.98 -23.30 2.992
C -34.62 22.37 -21.86 -1.574
C -36.02 22.35 -21.23 -0.836
C -36.57 20.92 -21.25 -1.128
C -36.51 20.33 -22.73 1.677
N -35.13 20.62 -23.25 -0.043
O -34.93 20.08 -24.50 -0.366
C -36.72 18.86 -22.57 -1.936
C -37.66 20.96 -23.58 -1.778
C -33.11 22.05 -23.69 -2.296
H -35.69 22.59 -25.15 0.471
H -34.59 23.83 -24.49 0.276
H -36.06 23.56 -23.69 0.341
H -34.02 21.64 -21.33 0.459
H -34.08 23.30 -21.67 0.511
H -36.72 22.97 -21.79 0.317
H -35.96 22.76 -20.22 0.415
H -37.61 21.09 -20.98 0.361
H -36.19 20.31 -20.43 0.411
H -36.59 18.26 -23.47 0.388
H -36.05 18.54 -21.77 0.444
H -37.69 18.60 -22.14 0.408
H -37.60 20.64 -24.63 0.322
H -38.62 20.60 -23.20 0.445
H -37.55 22.03 -23.74 0.386
H -32.43 21.39 -23.16 0.733
H -32.70 23.02 -23.38 0.495
H -32.91 21.96 -24.76 -0.198
H -34.62 19.22 -24.24 0.347
```

## Properties
LUMO: 0.383 eV
energy: -97121.8039 eV
net charge: 0
energy above the lowest of the compared OMol25 structures with the same formula, charge and spin: 234.1 kJ/mol
Kohn-Sham gap: 8.30 eV